{
  "formula": "C49H120N6O11",
  "method": "ωB97M-V with the def2-TZVPD basis set",
  "species": ["C", "C", "H", "C", "H", "C", "H", "H", "C", "C", "C", "O", "H", "H", "C", "H", "H", "H", "H", "H", "H", "H", "H", "H", "H", "H", "H", "H", "C", "C", "H", "H", "C", "H", "H", "H", "H", "H", "H", "H", "H", "H", "H", "H", "C", "O", "C", "H", "C", "H", "H", "H", "C", "C", "H", "O", "H", "H", "O", "H", "H", "H", "H", "H", "H", "H", "H", "O", "H", "H", "H", "H", "C", "C", "C", "H", "C", "N", "H", "N", "H", "H", "H", "C", "N", "C", "H", "C", "H", "C", "C", "H", "H", "H", "N", "H", "H", "C", "O", "H", "H", "H", "H", "C", "H", "C", "C", "H", "O", "H", "H", "H", "H", "H", "H", "C", "C", "C", "H", "C", "H", "C", "C", "C", "C", "H", "H", "H", "H", "C", "H", "C", "H", "H", "N", "H", "H", "H", "H", "H", "H", "C", "H", "H", "C", "C", "H", "H", "H", "H", "O", "C", "H", "H", "C", "C", "H", "H", "C", "H", "H", "H", "H", "H", "H", "H", "C", "H", "C", "H", "H", "H", "H", "H", "C", "H", "H", "O", "N", "O", "H", "O", "H", "H", "H", "H"],
  "xyz": [[-9.97, -14.93, -20.35], [-4.19, -7.79, -22.51], [-9.56, -18.16, -12.56], [-3.18, -8.60, -21.70], [-2.97, -13.74, -7.41], [-5.07, -6.82, -21.64], [0.00, -13.99, -20.50], [-1.14, -12.39, -6.29], [-3.15, -6.69, -19.88], [-11.12, -13.01, -21.63], [-1.09, -18.91, -13.72], [-13.54, -14.95, -21.87], [-4.70, -14.24, -14.95], [3.47, -9.61, -15.61], [-11.15, -16.34, -11.55], [6.82, -13.14, -11.26], [-6.76, -8.30, -21.73], [-10.56, -18.78, -10.55], [-3.97, -8.51, -18.90], [2.08, -9.10, -13.29], [-13.10, -13.55, -19.76], [-4.49, -7.01, -18.30], [1.08, -19.04, -13.85], [4.42, -16.49, -10.62], [-9.30, -18.37, -9.41], [-5.80, -8.46, -20.27], [-1.00, -16.60, -20.38], [-10.70, -12.19, -21.06], [-6.15, -7.74, -21.02], [-11.53, -16.16, -22.61], [2.39, -7.81, -14.45], [-0.71, -19.41, -11.54], [0.18, -19.46, -14.30], [-11.52, -13.43, -9.82], [-10.85, -8.29, -12.61], [-9.62, -17.00, -22.95], [-7.96, -17.92, -11.78], [-4.90, -5.32, -23.25], [8.04, -14.30, -11.38], [-4.73, -4.38, -20.22], [-1.17, -6.01, -19.09], [-1.88, -4.96, -20.25], [-10.81, -13.65, -11.28], [-1.92, -21.55, -10.60], [2.38, -9.59, -15.48], [-5.04, -5.24, -19.93], [-10.18, -16.63, -22.09], [-10.61, -16.14, -24.50], [-12.34, -17.45, -22.81], [-3.59, -9.35, -21.01], [-10.82, -17.62, -9.21], [-12.17, -15.83, -9.66], [-0.74, -14.40, -19.80], [-11.90, -15.36, -10.61], [-10.23, -17.39, -21.31], [6.29, -15.06, -12.08], [-11.48, -13.06, -19.08], [-4.61, -4.36, -12.97], [-8.49, -6.98, -12.53], [-7.71, -13.38, -9.60], [-12.08, -12.57, -21.90], [-9.36, -14.09, -19.99], [-2.54, -4.99, -18.65], [-3.17, -7.51, -10.60], [6.74, -14.51, -10.15], [-1.70, -17.05, -13.28], [-10.96, -6.91, -13.68], [-0.79, -12.59, -8.34], [-10.23, -13.86, -7.60], [2.19, -13.71, -10.97], [-11.11, -14.56, -24.01], [-10.54, -13.13, -22.55], [-9.84, -14.74, -8.11], [6.97, -14.22, -11.18], [3.74, -15.69, -10.33], [-1.72, -8.29, -20.12], [-3.61, -7.51, -18.69], [-12.23, -15.34, -21.59], [-5.99, -13.25, -14.69], [-1.94, -7.21, -9.02], [-3.07, -13.14, -11.97], [-6.33, -5.13, -22.37], [-11.79, -17.19, -11.78], [-9.26, -15.58, -21.54], [-4.26, -6.05, -20.70], [-8.94, -7.75, -13.63], [-8.83, -14.83, -22.21], [-8.91, -17.45, -12.06], [-3.00, -7.46, -17.79], [-2.69, -21.27, -11.31], [-3.22, -5.45, -10.27], [-1.91, -6.64, -8.19], [-2.22, -5.13, -10.59], [0.25, -14.09, -18.20], [-9.07, -15.69, -10.32], [-1.66, -7.12, -21.50], [4.44, -15.23, -13.22], [-10.97, -14.21, -10.36], [-0.23, -14.85, -18.54], [-9.17, -12.51, -9.19], [-4.69, -12.60, -15.68], [-12.20, -14.78, -18.95], [-12.56, -17.95, -21.87], [-9.69, -14.55, -9.63], [0.30, -20.55, -14.26], [-10.47, -7.87, -13.54], [-9.79, -16.82, -10.94], [-11.01, -15.80, -12.49], [1.89, -10.84, -15.51], [2.76, -16.13, -10.47], [-8.49, -8.74, -13.72], [-1.86, -19.26, -14.40], [3.99, -15.50, -9.28], [-8.38, -16.09, -21.15], [-13.43, -14.31, -22.58], [-11.39, -14.32, -20.85], [-3.16, -6.89, -9.70], [-1.52, -19.41, -12.27], [-1.71, -15.40, -21.53], [-2.29, -7.66, -20.80], [-10.49, -15.57, -7.83], [4.00, -14.47, -11.21], [-8.77, -13.31, -9.81], [-2.14, -5.63, -19.43], [-2.01, -14.16, -7.10], [1.98, -9.23, -16.42], [-2.33, -18.78, -11.90], [0.79, -8.51, -14.35], [-4.67, -6.89, -8.00], [4.95, -14.63, -12.47], [-0.82, -17.11, -14.64], [-11.41, -15.61, -24.00], [-4.80, -8.41, -23.17], [5.01, -13.65, -12.95], [2.72, -13.95, -11.79], [-1.65, -14.96, -7.75], [-1.44, -13.58, -19.65], [-2.57, -9.22, -22.35], [-3.29, -22.13, -11.63], [-8.63, -7.26, -14.56], [-3.16, -12.20, -14.03], [-4.90, -13.19, -14.78], [-13.31, -17.27, -23.27], [-7.22, -15.71, -10.49], [-0.87, -13.13, -7.04], [-3.90, -4.30, -12.14], [-12.32, -15.63, -24.60], [-2.23, -14.68, -6.17], [1.86, -11.19, -14.62], [-4.55, -11.82, -13.18], [-3.68, -13.60, -12.55], [-5.67, -5.91, -22.75], [-11.78, -18.22, -23.34], [-2.49, -15.75, -20.01], [-1.52, -15.64, -20.49], [-10.13, -17.95, -9.99], [2.16, -14.75, -12.05], [-10.22, -15.65, -19.58], [-12.08, -13.86, -19.52], [-8.79, -12.94, -10.84], [-8.84, -14.91, -7.71], [-1.18, -6.82, -9.56], [-12.90, -15.20, -11.01], [-10.84, -8.49, -14.36], [-8.60, -16.74, -12.84], [-3.49, -4.65, -9.58], [-4.40, -7.41, -8.92], [-6.90, -7.08, -20.58], [-4.04, -12.68, -13.61], [4.34, -13.67, -10.55], [-2.90, -4.19, -12.55], [-7.57, -6.73, -12.63], [-5.28, -7.51, -9.55], [-3.42, -20.64, -10.81], [1.85, -8.74, -14.30], [0.01, -13.59, -6.60], [-4.09, -3.38, -11.59], [-4.13, -5.45, -11.37], [-0.88, -17.46, -13.70], [-7.81, -15.96, -9.77], [-0.97, -11.65, -8.25], [-2.08, -20.69, -12.44], [-3.57, -7.21, -23.19], [0.23, -19.21, -15.36], [-4.20, -8.46, -8.68], [-6.39, -6.32, -23.45]],
  "smiles": "CC1(C)CCCC(C)(C)N1O.CC1(C)CCCC(C)(C)N1O.CC1(C)CCCC(C)(C)N1O.COC[C@H](C)N.COC[C@H](C)N.COC[C@H](C)N.CCO.CCO.CCO.CCO.CCO",
  "total_charge": 0,
  "e_above_lowest_kcal_mol": 0.00,
  "lumo_energy_ha": -0.0008,
  "homo_ev": -7.90,
  "homo_lumo_gap_ev": 7.877
}

{
  "formula": "C46H108Cl6N12O12P4",
  "method": "ωB97M-V with the def2-TZVPD basis set",
  "species": ["C", "C", "C", "C", "H", "H", "C", "H", "C", "N", "H", "O", "H", "C", "H", "H", "C", "H", "H", "H", "H", "C", "C", "C", "H", "N", "P", "H", "Cl", "H", "O", "H", "C", "H", "C", "H", "N", "O", "O", "H", "N", "H", "H", "H", "H", "C", "C", "H", "H", "O", "C", "H", "H", "H", "H", "H", "H", "H", "H", "C", "H", "H", "H", "H", "H", "H", "H", "H", "H", "N", "C", "H", "H", "H", "H", "C", "H", "C", "P", "H", "H", "H", "H", "H", "O", "H", "H", "C", "C", "Cl", "H", "O", "H", "C", "H", "H", "H", "C", "C", "H", "C", "H", "H", "Cl", "H", "H", "C", "Cl", "C", "C", "H", "H", "H", "H", "H", "N", "H", "C", "H", "H", "H", "H", "H", "H", "H", "C", "N", "H", "H", "C", "H", "H", "C", "H", "H", "O", "H", "H", "C", "N", "P", "H", "C", "N", "H", "H", "Cl", "H", "H", "H", "H", "H", "H", "C", "H", "H", "C", "C", "H", "O", "C", "H", "H", "H", "H", "O", "H", "P", "O", "O", "C", "Cl", "H", "H", "H", "C", "C", "C", "H", "H", "N", "N", "N", "H", "H", "C", "C", "C"],
  "xyz": [[-18.20, 11.12, 12.41], [-20.18, 14.23, 19.89], [-16.59, 9.53, 5.61], [-17.24, 10.50, 6.48], [-16.17, 6.97, 11.65], [-18.12, 16.30, 19.08], [-15.02, 10.85, 17.63], [-14.73, 18.36, 2.75], [-17.33, 16.28, 2.32], [-16.32, 16.86, 3.15], [-12.82, 11.23, 15.40], [-18.37, 9.83, 7.12], [-22.24, 11.52, 13.34], [-21.98, 10.74, 11.32], [-13.10, 15.52, 5.76], [-20.59, 16.19, 14.86], [-19.19, 16.19, 18.88], [-19.33, 10.47, 9.96], [-15.17, 14.33, 8.91], [-13.15, 15.20, 3.96], [-7.47, 16.63, 10.59], [-13.62, 15.68, 4.82], [-16.30, 19.21, 5.44], [-20.49, 15.32, 15.51], [-21.02, 10.29, 11.58], [-15.25, 12.55, 12.01], [-18.75, 14.02, 17.34], [-17.12, 5.56, 9.44], [-13.48, 16.00, 15.06], [-17.21, 16.88, 1.42], [-15.40, 6.04, 7.37], [-9.71, 18.93, 7.64], [-15.28, 10.00, 16.39], [-14.84, 10.19, 18.48], [-14.67, 7.68, 10.30], [-11.55, 14.27, 17.74], [-9.95, 16.84, 8.15], [-14.45, 7.27, 8.88], [-17.26, 13.77, 17.59], [-17.52, 11.25, 5.74], [-19.51, 14.83, 18.70], [-19.50, 16.76, 18.00], [-12.50, 15.15, 11.54], [-15.66, 15.72, 9.83], [-11.46, 17.35, 11.84], [-15.38, 6.37, 8.49], [-11.38, 10.54, 6.55], [-18.47, 14.99, 10.80], [-16.54, 10.86, 7.24], [-14.13, 9.76, 15.85], [-12.69, 17.05, 9.40], [-16.77, 7.88, 10.22], [-14.00, 7.25, 11.05], [-12.36, 17.57, 8.50], [-16.24, 18.27, 13.76], [-8.91, 18.45, 9.12], [-14.29, 16.81, 2.28], [-15.75, 9.30, 6.26], [-16.27, 13.85, 5.06], [-16.04, 14.86, 9.28], [-13.04, 11.15, 18.43], [-23.25, 12.27, 12.13], [-14.47, 20.18, 12.20], [-15.40, 20.61, 13.62], [-16.96, 15.28, 2.10], [-12.59, 8.97, 7.47], [-19.63, 12.18, 9.92], [-22.24, 10.95, 10.28], [-13.53, 14.64, 10.20], [-16.64, 14.06, 10.37], [-21.16, 12.59, 17.05], [-13.67, 11.46, 12.84], [-21.05, 14.84, 20.10], [-14.01, 13.87, 13.14], [-14.53, 8.75, 10.42], [-16.02, 7.18, 10.59], [-8.12, 17.43, 12.08], [-15.32, 18.50, 13.23], [-16.28, 16.55, 4.79], [-13.09, 10.74, 9.23], [-18.38, 14.32, 14.06], [-8.89, 15.78, 6.65], [-19.26, 11.21, 12.62], [-12.17, 9.96, 16.31], [-15.67, 11.71, 9.52], [-17.16, 14.82, 15.22], [-14.61, 13.28, 4.97], [-12.16, 10.78, 8.65], [-13.07, 10.57, 16.23], [-16.90, 20.39, 11.84], [-15.29, 10.85, 13.26], [-10.98, 11.75, 6.98], [-12.55, 13.75, 15.72], [-12.53, 10.06, 7.43], [-11.44, 10.35, 9.34], [-17.93, 10.07, 12.43], [-10.60, 15.27, 6.85], [-8.23, 16.61, 11.37], [-14.90, 17.62, 6.86], [-15.86, 11.49, 17.88], [-10.49, 17.74, 11.55], [-15.56, 14.66, 12.87], [-13.83, 17.79, 6.77], [-21.10, 13.14, 12.37], [-18.43, 11.69, 8.95], [-16.24, 19.66, 4.44], [-19.20, 11.92, 15.89], [-15.10, 17.39, 11.89], [-15.39, 19.96, 12.74], [-9.18, 18.10, 8.12], [-17.36, 19.16, 5.71], [-13.71, 12.42, 17.35], [-14.63, 10.49, 11.70], [-13.46, 16.75, 4.67], [-21.54, 13.55, 17.42], [-19.68, 12.66, 17.06], [-21.12, 15.61, 16.35], [-18.45, 8.60, 6.51], [-17.17, 7.33, 5.81], [-14.53, 18.42, 13.98], [-19.39, 12.37, 14.92], [-20.41, 13.17, 19.78], [-15.26, 14.05, 6.51], [-18.14, 11.69, 15.97], [-18.29, 16.17, 2.83], [-11.67, 12.06, 8.20], [-19.15, 14.84, 15.87], [-21.56, 11.84, 17.73], [-8.28, 17.98, 7.52], [-22.27, 11.84, 12.29], [-12.69, 17.76, 10.23], [-18.16, 16.08, 14.48], [-14.68, 11.27, 12.47], [-10.12, 16.91, 6.14], [-16.32, 9.94, 4.63], [-10.79, 10.02, 5.60], [-15.50, 5.02, 10.13], [-12.52, 12.72, 8.01], [-9.91, 16.11, 6.86], [-11.88, 15.86, 9.64], [-16.29, 12.44, 10.64], [-17.53, 14.33, 12.20], [-17.49, 14.88, 11.27], [-15.00, 15.35, 4.94], [-19.75, 10.99, 15.81], [-17.10, 15.87, 11.50], [-13.85, 14.82, 18.18], [-16.86, 15.06, 8.59], [-17.75, 11.71, 13.22], [-13.50, 10.44, 7.13], [-15.42, 17.37, 1.35], [-21.52, 12.56, 16.02], [-15.41, 18.19, 7.63], [-12.25, 15.01, 17.36], [-11.93, 13.86, 10.51], [-19.59, 14.31, 20.81], [-15.08, 13.69, 13.01], [-15.18, 17.43, 2.41], [-8.11, 15.72, 12.00], [-19.39, 7.88, 6.85], [-15.26, 14.02, 5.42], [-10.04, 18.13, 12.46], [-15.90, 19.97, 6.12], [-15.10, 16.60, 7.21], [-13.74, 16.80, 9.27], [-17.62, 16.09, 5.23], [-11.33, 15.07, 15.47], [-10.18, 15.88, 9.50], [-16.22, 9.30, 15.93], [-9.44, 14.61, 9.35], [-18.15, 15.05, 14.84], [-23.19, 9.55, 11.71], [-21.03, 14.48, 15.07], [-19.72, 16.60, 19.73], [-10.58, 18.52, 10.79], [-12.50, 14.79, 10.51], [-17.48, 8.30, 5.43], [-13.58, 11.34, 17.51], [-18.06, 8.27, 4.50], [-11.92, 16.00, 17.67], [-9.62, 16.74, 10.87], [-15.59, 17.89, 5.53], [-17.86, 11.72, 11.06], [-10.94, 12.52, 8.86], [-15.28, 13.20, 13.96], [-18.83, 11.44, 9.94], [-16.11, 5.84, 9.74], [-12.30, 14.80, 15.89]],
  "multiplicity": 2,
  "s_squared": 0.7591,
  "total_charge": 1,
  "lumo_energy_ha": [-0.0875, -0.2694],
  "homo_ev": [-9.31, -9.31],
  "homo_lumo_gap_ev": [6.931, 1.981]
}

{
  "formula": "C6H15N2S",
  "method": "ωB97M-V with the def2-TZVPD basis set",
  "species": ["H", "H", "H", "H", "H", "C", "H", "H", "N", "N", "H", "C", "H", "C", "H", "C", "C", "H", "H", "C", "H", "H", "S", "H"],
  "xyz": [[0.38, -1.52, 1.60], [3.65, -0.35, 0.22], [3.22, -1.76, -0.88], [2.12, -1.15, 1.93], [2.04, 1.26, -0.53], [1.41, -1.42, 1.16], [-1.36, 2.59, 1.18], [-2.45, 0.91, -1.77], [0.14, 1.48, 0.20], [-1.43, 0.97, -1.69], [3.14, 0.06, -1.49], [1.56, -0.56, -0.11], [2.02, 1.27, 1.25], [1.47, 0.91, 0.30], [1.70, -2.51, 0.92], [-1.19, 1.56, 0.93], [-0.93, 1.28, -0.49], [-0.89, 0.71, -2.46], [-1.41, 0.63, 1.54], [2.95, -0.73, -0.60], [-6.35, -0.26, -0.70], [-5.35, -1.93, 0.20], [-5.22, -0.54, 0.06], [0.77, -0.89, -0.76]],
  "multiplicity": 3,
  "s_squared": 2.0071,
  "total_charge": 1,
  "e_above_lowest_kcal_mol": 53.53,
  "lumo_energy_ha": [-0.0984, -0.2857],
  "homo_ev": [-10.01, -12.51],
  "homo_lumo_gap_ev": [7.337, 4.736]
}

{
  "formula": "C23H47BBrINNbO10PS2",
  "method": "ωB97M-V with the def2-TZVPD basis set",
  "species": ["C", "H", "N", "P", "C", "H", "C", "O", "H", "H", "H", "C", "H", "O", "H", "H", "C", "O", "H", "H", "O", "H", "H", "C", "C", "H", "H", "O", "I", "H", "H", "C", "C", "H", "H", "H", "H", "H", "H", "H", "O", "C", "H", "C", "S", "B", "H", "O", "C", "H", "H", "C", "H", "H", "H", "Nb", "O", "H", "H", "H", "S", "H", "C", "H", "Br", "H", "H", "H", "H", "C", "H", "H", "C", "H", "H", "O", "C", "H", "O", "H", "H", "C", "H", "C", "C", "C", "C", "C"],
  "xyz": [[3.60, -1.66, -3.74], [-0.25, -8.56, -3.36], [2.68, -2.14, -2.94], [2.28, 0.93, 0.64], [-10.10, 0.12, 3.14], [-2.41, 0.80, -1.12], [0.75, -8.11, -3.40], [1.39, 0.33, 1.99], [1.16, 0.06, -3.63], [1.35, -8.59, -4.17], [0.21, -3.29, -2.39], [-2.54, 0.77, -2.25], [-0.65, -1.67, 0.93], [1.05, -5.81, -2.90], [4.25, 2.52, 3.86], [1.21, -3.86, -0.98], [0.63, -6.64, -3.68], [4.50, 5.81, 1.07], [-6.77, -2.68, 0.08], [-1.05, -6.59, -5.00], [-1.04, 1.13, -4.12], [1.93, -3.95, 1.43], [-9.60, -0.80, 3.47], [3.50, -2.27, 1.55], [5.15, 6.68, 0.53], [3.50, -1.27, 2.05], [-4.68, -0.53, 1.26], [1.51, 2.41, 0.18], [5.82, -1.89, -0.43], [4.71, 8.74, 0.16], [-11.78, 1.42, 1.25], [1.24, 0.56, -2.62], [4.17, 2.91, 4.88], [-3.05, -0.17, -2.59], [-10.23, 2.32, 1.34], [-11.14, 0.08, 3.49], [1.10, 1.10, 2.51], [-3.13, 1.69, -2.56], [6.99, 5.87, 1.24], [-3.31, -1.08, 0.28], [-0.59, -1.14, 0.11], [4.48, 7.77, -0.28], [-7.19, -1.72, -1.36], [-0.02, -6.23, -4.97], [4.25, -1.07, -5.15], [0.43, -1.79, -0.69], [-10.61, 1.33, -0.08], [-4.77, -1.20, -1.74], [4.61, 5.33, 4.14], [7.09, 6.63, -0.37], [3.12, 3.12, 5.12], [2.24, -3.09, 2.09], [4.54, 2.15, 5.57], [4.72, 5.05, 3.09], [2.10, 2.73, -0.54], [2.46, -0.79, -1.23], [5.90, 4.24, 5.81], [0.55, -6.62, -5.82], [5.28, 6.17, 4.35], [-0.68, -3.79, -0.79], [4.06, 1.49, 1.29], [4.83, 7.73, -1.31], [-6.67, -1.70, -0.40], [4.41, -2.82, 1.97], [4.75, 0.43, -1.92], [1.88, 1.50, -2.79], [-4.32, -2.28, 1.11], [6.97, 7.64, 1.10], [1.24, -8.26, -2.43], [4.98, 4.17, 5.02], [-0.03, -5.14, -5.04], [3.48, -3.32, -0.45], [3.67, -2.28, -0.02], [1.36, -2.36, 2.07], [-9.59, 0.97, 3.58], [-0.02, 0.94, -2.01], [-10.07, 0.20, 1.64], [3.59, 5.64, 4.34], [-9.53, -0.66, 0.97], [3.40, 7.62, -0.26], [2.40, -3.37, 3.17], [0.24, -3.31, -1.26], [-7.12, -0.93, 0.23], [6.65, 6.71, 0.63], [-1.09, 0.95, -2.90], [-10.72, 1.40, 1.00], [-4.33, -1.31, 0.59], [-5.21, -1.39, -0.62]],
  "total_charge": -1,
  "lumo_energy_ha": 0.0365,
  "homo_ev": -4.54,
  "homo_lumo_gap_ev": 5.534
}